No. 1
{
  "formula": "C15H40MnN2O13S3",
  "method": "the ωB97M-V functional and the def2-TZVPD basis",
  "homo_energy_ev": [-7.6539, -7.7238],
  "homo_lumo_gap_ev": [7.9, 8.0],
  "multiplicity": 6,
  "total_energy_ev": -109619.1764,
  "mol_weight_g_mol": 607.62,
  "e_above_lowest_kcal_mol": 129.2,
  "symbols": ["Mn", "N", "O", "O", "O", "O", "H", "C", "C", "N", "C", "C", "C", "C", "H", "H", "H", "H", "H", "H", "H", "H", "H", "H", "H", "H", "H", "H", "H", "O", "S", "O", "O", "C", "C", "C", "H", "H", "H", "H", "H", "H", "H", "H", "O", "S", "O", "O", "C", "C", "C", "H", "H", "H", "H", "H", "H", "H", "H", "O", "S", "O", "O", "C", "C", "C", "H", "H", "H", "H", "H", "H", "H", "H"],
  "xyz": [[0.231, 0.239, 1.046], [3.264, -0.459, 2.003], [4.104, 0.150, 2.549], [3.507, -1.328, 1.281], [2.147, -0.109, 2.109], [-0.443, 1.729, 2.177], [-1.163, 1.860, 2.824], [0.183, -0.850, 4.260], [0.098, -2.029, 3.338], [-0.593, -1.753, 2.079], [-0.499, -2.865, 1.194], [-1.334, -2.678, -0.115], [-1.992, -1.397, 2.353], [-2.876, -2.456, 2.969], [0.908, -0.919, 5.071], [-0.799, -0.716, 4.716], [0.176, 0.185, 3.918], [1.136, -2.285, 3.122], [-0.405, -2.878, 3.800], [0.529, -3.058, 0.890], [-0.753, -3.772, 1.744], [-1.191, -1.856, -0.816], [-1.208, -3.594, -0.693], [-2.407, -2.745, 0.068], [-2.310, -0.882, 1.447], [-2.017, -0.768, 3.243], [-3.776, -2.488, 2.355], [-3.227, -2.182, 3.964], [-2.301, -3.371, 3.116], [-1.626, 0.693, -0.173], [-2.189, 1.393, -1.346], [-1.383, 2.056, -2.383], [-3.318, 0.375, -2.093], [-4.334, -0.237, -1.341], [-5.592, 0.596, -1.409], [-3.367, 2.717, -0.706], [-4.208, -0.541, -0.301], [-4.483, -1.212, -1.805], [-5.663, 1.167, -2.334], [-5.669, 1.367, -0.642], [-6.459, -0.064, -1.433], [-2.909, 3.680, -0.478], [-3.787, 2.309, 0.214], [-4.066, 2.822, -1.536], [0.962, -0.220, -3.306], [1.442, -0.874, -2.103], [0.927, -0.591, -0.717], [1.341, -2.540, -2.372], [1.408, -3.045, -3.637], [-0.085, -3.056, -4.203], [3.265, -0.752, -2.052], [1.702, -4.093, -3.683], [2.105, -2.485, -4.261], [-0.310, -3.717, -5.040], [-0.324, -2.108, -4.683], [-0.833, -3.168, -3.417], [3.597, -1.344, -1.200], [3.510, 0.309, -2.112], [3.613, -1.262, -2.950], [1.825, 3.517, -1.791], [1.878, 2.903, -0.508], [0.935, 1.805, -0.161], [3.534, 2.530, -0.219], [4.569, 3.078, -0.954], [5.122, 4.352, -0.277], [1.677, 4.131, 0.843], [4.364, 3.137, -2.023], [5.389, 2.379, -0.789], [4.328, 5.052, -0.018], [5.852, 4.983, -0.783], [5.554, 4.211, 0.714], [2.228, 5.060, 0.696], [1.868, 3.598, 1.774], [0.622, 4.365, 0.986]]
}

=====

No. 2
{
  "formula": "C15H40O5",
  "method": "the ωB97M-V functional and the def2-TZVPD basis",
  "homo_energy_ev": [0.7977, -6.9930],
  "charge": -1,
  "homo_lumo_gap_ev": [1.8, 9.6],
  "multiplicity": 2,
  "total_energy_ev": -26438.7303,
  "mol_weight_g_mol": 300.48,
  "e_above_lowest_kcal_mol": 4.2,
  "symbols": ["C", "C", "C", "O", "H", "H", "H", "H", "H", "H", "H", "H", "C", "C", "C", "O", "H", "H", "H", "H", "H", "H", "H", "H", "C", "C", "C", "O", "H", "H", "H", "H", "H", "H", "H", "H", "C", "C", "C", "O", "H", "H", "H", "H", "H", "H", "H", "H", "C", "C", "C", "O", "H", "H", "H", "H", "H", "H", "H", "H"],
  "xyz": [[0.322, 0.594, -0.109], [-0.619, -0.585, 0.318], [-1.173, -0.232, 1.618], [-1.501, -0.770, -0.740], [0.723, 0.428, -1.108], [1.253, 0.747, 0.437], [-0.317, 1.478, -0.114], [-0.094, -1.528, 0.474], [-1.778, 0.674, 1.581], [-0.430, 0.055, 2.363], [-1.851, -0.978, 2.031], [-0.975, -1.007, -1.507], [3.878, -0.255, 1.991], [4.548, 0.896, 1.270], [4.481, 0.772, -0.319], [3.984, 2.138, 1.532], [2.793, -0.347, 1.942], [4.033, -0.217, 3.069], [4.270, -1.183, 1.574], [5.629, 0.881, 1.411], [5.015, -0.055, -0.787], [4.952, 1.655, -0.750], [3.456, 0.799, -0.689], [3.416, 1.986, 2.291], [-0.566, -3.434, -4.255], [-0.147, -2.546, -3.058], [1.297, -2.731, -2.760], [-0.488, -1.222, -3.246], [-1.649, -3.504, -4.363], [-0.254, -4.477, -4.201], [-0.083, -3.150, -5.190], [-0.736, -2.904, -2.213], [1.659, -1.996, -2.041], [1.851, -2.630, -3.693], [1.421, -3.782, -2.500], [0.079, -0.851, -3.927], [2.089, 3.994, 4.100], [1.141, 2.795, 3.983], [0.097, 3.006, 2.850], [1.905, 1.652, 3.696], [1.782, 4.997, 4.397], [2.442, 4.270, 3.106], [2.910, 3.816, 4.794], [0.570, 2.654, 4.900], [-0.361, 3.994, 2.808], [-0.775, 2.351, 2.859], [0.676, 2.799, 1.950], [1.409, 0.858, 3.908], [-4.341, -1.231, -2.640], [-4.790, -0.574, -1.322], [-6.329, -0.614, -1.223], [-4.110, -1.261, -0.356], [-4.963, -0.711, -3.370], [-4.731, -2.245, -2.725], [-3.278, -1.135, -2.858], [-4.458, 0.464, -1.332], [-6.733, -0.202, -0.298], [-6.582, -1.672, -1.285], [-6.720, 0.107, -1.941], [-3.252, -0.831, -0.336]]
}

=====

No. 3
{
  "formula": "C15H40O5",
  "method": "the ωB97M-V functional and the def2-TZVPD basis",
  "homo_energy_ev": -9.0552,
  "homo_lumo_gap_ev": 9.6,
  "total_energy_ev": -26434.4749,
  "mol_weight_g_mol": 300.48,
  "e_above_lowest_kcal_mol": 167.4,
  "smiles": "CC(C)O.CC(C)O.CC(C)O.CC(C)O.CC(C)O",
  "symbols": ["C", "C", "C", "O", "H", "H", "H", "H", "H", "H", "H", "H", "C", "C", "C", "O", "H", "H", "H", "H", "H", "H", "H", "H", "C", "C", "C", "O", "H", "H", "H", "H", "H", "H", "H", "H", "C", "C", "C", "O", "H", "H", "H", "H", "H", "H", "H", "H", "C", "C", "C", "O", "H", "H", "H", "H", "H", "H", "H", "H"],
  "xyz": [[-2.231, 2.485, -1.675], [-2.681, 1.636, -2.940], [-2.983, 2.658, -4.053], [-1.550, 0.908, -3.171], [-3.197, 3.111, -1.263], [-1.319, 3.072, -1.815], [-1.857, 1.810, -0.677], [-3.579, 0.978, -2.609], [-2.060, 3.072, -4.457], [-3.963, 3.294, -3.768], [-3.352, 2.073, -4.894], [-1.364, 0.287, -2.386], [-3.296, 0.812, 2.901], [-2.469, -0.544, 2.634], [-3.375, -1.545, 1.760], [-1.338, -0.255, 1.898], [-2.944, 1.179, 3.824], [-4.177, 0.309, 3.049], [-3.168, 1.456, 1.985], [-2.463, -1.096, 3.630], [-2.722, -2.382, 1.422], [-3.955, -0.946, 0.954], [-4.178, -2.079, 2.321], [-0.720, 0.288, 2.422], [1.663, 1.372, 0.963], [1.134, 2.236, 2.079], [0.063, 3.230, 1.630], [0.583, 1.548, 3.070], [0.806, 0.723, 0.657], [2.422, 0.621, 1.255], [1.938, 2.156, 0.226], [1.945, 2.848, 2.405], [0.222, 4.040, 0.735], [-0.080, 3.779, 2.531], [-0.666, 2.737, 1.093], [0.326, 2.197, 3.631], [-1.418, -2.973, -2.285], [-0.739, -2.114, -1.105], [0.710, -1.969, -1.243], [-1.402, -0.833, -0.945], [-1.626, -2.433, -3.055], [-2.372, -3.422, -1.816], [-0.797, -3.736, -2.732], [-0.917, -2.783, -0.156], [1.226, -1.286, -0.756], [0.859, -1.754, -2.239], [1.417, -2.783, -1.325], [-1.341, -0.805, -0.072], [5.517, -0.630, -0.307], [5.259, -1.856, 0.539], [3.995, -2.621, 0.097], [6.355, -2.676, 0.352], [5.928, -0.879, -1.403], [6.354, -0.067, 0.318], [4.747, 0.214, -0.381], [5.045, -1.555, 1.555], [3.675, -3.314, 0.978], [4.077, -3.084, -0.800], [3.262, -1.924, 0.173], [6.800, -2.777, 1.238]]
}

=====

Question: Which formula does entry 2 have?
Answer: C15H40O5

=====

Question: What is the formula in the second record?
Answer: C15H40O5